(1)
ORCA calculation (the ωB97M-V functional and the def2-TZVPD basis) on a structure of composition C23H21BrIrN5O14 at a distorted geometry.

```
65
Properties=species:S:1:pos:R:3
Ir 0.09 0.08 1.29
O 4.67 1.62 1.96
C 3.45 1.29 1.57
O 3.21 0.59 0.62
C 2.41 1.92 2.44
O 1.11 1.91 1.83
C 0.14 2.49 2.77
C -0.67 1.49 3.57
O -1.00 1.70 4.71
O -1.07 0.48 2.82
H 5.31 1.08 1.48
H 2.70 2.96 2.60
H 2.40 1.41 3.40
H -0.59 3.01 2.15
H 0.64 3.18 3.45
Br 4.56 -3.56 4.05
C 3.19 -3.85 2.78
C 3.13 -5.15 2.29
C 2.19 -5.51 1.33
C 1.31 -4.55 0.85
C 1.37 -3.27 1.36
C 2.29 -2.88 2.33
C 2.27 -1.46 2.86
O 3.22 -1.01 3.45
O 1.15 -0.71 2.77
H 3.83 -5.88 2.66
H 2.16 -6.53 0.97
H 0.58 -4.80 0.10
H 0.69 -2.54 0.98
N 0.84 -0.23 -0.60
C 0.81 -0.02 -1.73
N 0.75 0.22 -3.02
C -0.26 1.16 -3.54
C 0.43 2.27 -4.31
C 1.33 1.67 -5.40
C 2.36 0.73 -4.78
C 1.68 -0.37 -3.99
H -0.84 1.55 -2.70
H -0.94 0.60 -4.20
H 1.04 2.86 -3.62
H -0.32 2.93 -4.74
H 1.83 2.47 -5.95
H 0.71 1.12 -6.12
H 3.01 1.30 -4.11
H 2.99 0.28 -5.55
H 2.40 -0.98 -3.45
H 1.11 -1.02 -4.65
O -7.60 0.99 0.17
N -6.86 0.03 0.25
O -7.22 -1.13 0.24
C -5.42 0.29 0.34
C -4.55 -0.76 0.36
C -3.19 -0.49 0.40
C -2.63 0.81 0.37
O -1.40 1.04 0.16
C -3.62 1.85 0.45
C -4.96 1.60 0.42
N -3.24 3.28 0.55
O -2.07 3.56 0.74
O -4.13 4.10 0.44
N -2.32 -1.64 0.43
O -1.13 -1.54 0.79
O -2.74 -2.72 0.09
H -4.91 -1.78 0.36
H -5.67 2.42 0.46
```

- Kohn-Sham gap (eV) = 6.996
- energy relative to the best compared isomer or geometry (same formula, charge and spin) (kcal/mol) = 0.0
- M (g mol⁻¹) = 863.56
- E_tot (eV) = -133179.7360

---

(2)
ORCA calculation (the ωB97M-V functional and the def2-TZVPD basis) on an isolated molecule of C23H21BrN2O4.

```
51
Properties=species:S:1:pos:R:3
C -4.08 -3.39 0.15
H -4.23 -4.35 0.64
O -2.84 -2.91 0.63
C -2.14 -2.02 -0.14
C -0.75 -2.13 -0.08
C 0.07 -1.26 -0.77
C -0.50 -0.30 -1.63
C -1.87 -0.19 -1.68
C -2.70 -1.00 -0.90
N -4.08 -0.69 -0.86
C -4.74 -0.12 0.18
O -5.90 0.21 0.07
C -3.96 0.04 1.48
C -2.67 0.78 1.28
C -1.48 0.29 1.81
C -0.28 0.92 1.56
C -0.27 2.07 0.78
C -1.45 2.62 0.31
C -2.64 1.97 0.56
H -3.56 2.39 0.18
H -1.43 3.53 -0.27
Br 1.39 2.88 0.34
H 0.65 0.51 1.94
H -1.48 -0.62 2.40
H -3.76 -0.94 1.90
H -4.61 0.59 2.17
H -4.58 -0.66 -1.74
H -2.34 0.57 -2.29
O 0.39 0.49 -2.31
C -0.12 1.52 -3.12
H -0.73 2.23 -2.54
H -0.72 1.13 -3.94
H 0.75 2.04 -3.52
N 1.46 -1.25 -0.66
C 2.25 -1.93 0.22
O 1.84 -2.77 0.99
C 3.69 -1.54 0.15
C 4.11 -0.25 -0.15
C 5.46 0.05 -0.16
C 6.40 -0.93 0.11
C 5.99 -2.21 0.41
C 4.64 -2.52 0.45
H 4.30 -3.51 0.70
H 6.72 -2.98 0.64
H 7.45 -0.69 0.08
H 5.78 1.06 -0.39
H 3.39 0.54 -0.33
H 1.90 -0.58 -1.28
H -0.32 -2.89 0.55
H -4.91 -2.73 0.41
H -4.06 -3.54 -0.93
```

- Kohn-Sham gap (eV) = 8.487
- energy relative to the best compared isomer or geometry (same formula, charge and spin) (kcal/mol) = 9.4
- M (g mol⁻¹) = 469.33
- E_tot (eV) = -105405.2857